<P>
12
Properties=species:S:1:pos:R:3:lowdin_charge:R:1 method="wB97M-V/def2-TZVPD" charge=0 homo_lumo_gap_ev=9.05 homo_energy_ev=-8.72 smiles=Oc1cncc(S)n1 multiplicity=1
C 0.9056 0.0289 0.7958 -0.63
C 1.4527 -0.3744 -0.4205 -0.19
C -0.6255 -0.1849 -1.3745 -0.08
C -1.1097 0.2755 -0.1377 -0.45
H 1.1044 0.3192 3.1177 -0.14
H 2.5091 -0.5484 -0.5128 0.10
H -1.2860 -0.5076 -2.2091 0.13
H -2.8230 0.4714 -0.8995 0.15
N 0.6753 -0.4329 -1.4910 0.07
N -0.4027 0.4099 0.9399 0.14
O -2.3888 0.5028 0.0090 0.09
S 1.9887 0.0404 2.1827 0.82

<Q>
12
Properties=species:S:1:pos:R:3:lowdin_charge:R:1 method="wB97M-V/def2-TZVPD" charge=0 homo_lumo_gap_ev=9.33 homo_energy_ev=-9.10 smiles=Oc1cncc(S)n1 multiplicity=1
C -0.7433 -0.9706 -0.1462 -0.60
C 0.6297 -1.4251 -0.1561 -0.22
C 1.2659 0.7476 0.2399 -0.08
C 0.0243 1.2478 0.1351 -0.36
H -2.8830 -1.3381 -0.1659 -0.13
H 0.8864 -2.5513 -0.1963 0.13
H 2.2086 1.2974 0.2735 0.12
H 0.5100 2.9654 0.1454 0.15
N 1.5189 -0.6135 0.1596 0.06
N -1.0436 0.3225 0.0098 0.12
O -0.3817 2.5265 0.3679 0.06
S -1.9924 -2.2086 -0.6667 0.75

<P> is the most stable structure; the next one sits 78.5 kJ/mol above it.